Entry 1:
{
  "formula": "C20H21F24N2O4",
  "method": "ωB97M-V with the def2-TZVPD basis set",
  "homo_lumo_gap_ev": 9.3,
  "homo_energy_ev": -12.940,
  "total_charge": 1,
  "symbols": ["N", "C", "O", "C", "C", "C", "N", "C", "H", "H", "H", "H", "H", "H", "H", "H", "H", "C", "C", "C", "F", "F", "F", "F", "O", "C", "C", "F", "F", "F", "F", "H", "H", "H", "H", "C", "C", "C", "F", "F", "F", "F", "O", "C", "C", "F", "F", "F", "F", "H", "H", "H", "H", "C", "C", "C", "F", "F", "F", "F", "O", "C", "C", "F", "F", "F", "F", "H", "H", "H", "H"],
  "xyz": [[-1.1861, 1.1323, 5.7741], [-1.4960, 0.0967, 5.3063], [-1.9085, -1.0003, 4.7802], [-2.9101, -0.7992, 3.7561], [-4.1859, -1.5727, 4.2530], [-5.2017, -0.5444, 4.7451], [-4.6337, 0.8228, 4.4150], [-3.4542, 0.5927, 3.5427], [-2.6136, -1.1815, 2.7957], [-4.4831, -2.1663, 3.4013], [-3.9594, -2.1907, 5.1033], [-6.2449, -0.7041, 4.5258], [-5.1379, -0.5868, 5.8222], [-5.2317, 1.4447, 3.8723], [-4.4114, 1.2435, 5.3148], [-3.7292, 0.6045, 2.4966], [-2.8036, 1.4573, 3.6326], [1.6010, 0.5101, 0.8612], [1.9478, 1.9086, 0.3120], [1.1059, 3.1006, 0.7765], [-0.1960, 2.9757, 0.4262], [1.5756, 4.2214, 0.1903], [1.9837, 1.8646, -1.0377], [3.2092, 2.1770, 0.7367], [0.8301, -0.3711, 0.0453], [-0.5352, -0.3307, 0.0150], [-1.0626, 0.0603, -1.3659], [-0.5837, 1.2635, -1.7216], [-2.4164, 0.1370, -1.3190], [-1.0520, 0.4541, 0.9919], [-0.9888, -1.5851, 0.2763], [2.5582, -0.0028, 0.9370], [1.2163, 0.5587, 1.8795], [1.1755, 3.2206, 1.8615], [-0.7687, -0.6801, -2.1127], [2.6155, -6.0726, 0.8958], [3.4023, -5.3341, -0.2034], [4.6545, -4.5511, 0.2025], [4.3683, -3.5518, 1.0644], [5.1944, -3.9924, -0.9023], [2.5594, -4.5370, -0.8979], [3.8380, -6.2946, -1.0612], [1.4450, -5.4529, 1.4238], [1.4864, -4.5645, 2.4671], [0.9965, -3.1783, 2.0438], [1.7361, -2.6821, 1.0404], [1.0941, -2.3174, 3.0973], [2.6944, -4.5142, 3.0530], [0.6131, -5.0077, 3.4040], [2.2265, -6.9606, 0.4014], [3.2690, -6.4387, 1.6867], [5.3960, -5.2157, 0.6541], [-0.0423, -3.2277, 1.7265], [-0.0745, 2.8185, -4.3227], [1.3776, 2.5634, -4.7643], [2.4171, 3.6566, -4.5031], [2.1237, 4.7976, -5.1533], [3.6195, 3.2263, -4.9496], [1.3938, 2.2046, -6.0644], [1.7982, 1.4778, -4.0498], [-1.0161, 3.2441, -5.2982], [-1.1912, 4.5710, -5.6244], [-0.8391, 4.8563, -7.0878], [0.4364, 4.5208, -7.3513], [-0.9881, 6.1788, -7.3234], [-0.5370, 5.3869, -4.7776], [-2.5096, 4.8363, -5.4820], [-0.4445, 1.8407, -4.0301], [-0.1219, 3.4299, -3.4215], [2.4980, 3.8611, -3.4312], [-1.4982, 4.2922, -7.7511]],
  "forces_ev_per_angstrom": [[-0.7925, -2.4260, -1.0945], [1.0025, 2.6394, 1.3576], [0.3547, 0.3036, -0.3797], [-2.0225, -0.4241, 1.1986], [0.4887, 0.5289, -1.0584], [0.4850, -0.3689, 0.9787], [-0.4912, -0.5855, -0.6271], [1.2758, 0.6706, -0.5040], [0.8622, -0.2969, -0.0182], [-0.6468, -0.2687, 0.0622], [0.3943, -0.5633, -0.0689], [-0.1657, 0.3056, -0.7188], [-0.2573, 0.1034, 0.3692], [-0.4920, -0.0016, 0.4686], [0.3425, 0.5020, -0.2245], [-0.7452, 0.0627, -0.1569], [0.4863, -0.1875, 0.2726], [0.3155, -0.4366, 0.3914], [-0.1111, -0.3979, -0.5594], [0.0909, 0.3581, 0.1806], [-0.0046, -0.2254, -0.0216], [0.0329, -0.0829, -0.0403], [-0.1047, 0.0900, 0.0173], [0.0018, 0.0341, 0.2376], [-0.6173, 0.7874, -0.2975], [0.8743, -0.1085, 0.3023], [-0.1642, -0.0868, -0.3325], [-0.0622, 0.0696, 0.1589], [0.0303, -0.0197, 0.1131], [-0.1313, 0.1417, 0.0291], [-0.1669, -0.0838, -0.0177], [0.0287, 0.0202, -0.0889], [-0.1949, 0.1661, -0.0414], [-0.0110, -0.0555, -0.0088], [0.0319, -0.0423, 0.0791], [-0.0838, -0.5844, 0.2203], [-0.5898, 0.2462, -0.0134], [0.3758, 0.0169, -0.1320], [-0.2188, -0.0587, 0.0854], [-0.0788, -0.0574, -0.0091], [0.0606, 0.1006, 0.0682], [0.1643, -0.1239, 0.0911], [0.2312, 0.6363, -0.1968], [0.2602, -0.7008, -0.0169], [-0.0460, 0.2429, -0.0093], [0.2042, -0.1928, 0.0967], [-0.0513, -0.0754, -0.0290], [-0.0178, 0.1394, -0.1203], [-0.0817, 0.0878, 0.0418], [-0.0381, 0.0445, -0.0772], [0.1239, 0.2514, 0.0579], [-0.0516, -0.0164, 0.0357], [-0.0888, -0.1080, -0.0073], [-0.4181, -0.0574, 0.3853], [-0.3727, -0.0521, -0.5591], [0.3510, 0.0059, 0.1972], [-0.2084, -0.0291, -0.0536], [-0.0676, -0.0638, 0.0168], [0.0608, 0.0962, -0.0143], [0.0433, 0.0621, 0.2242], [0.5369, 0.2406, -0.4063], [-0.0783, -0.3414, 0.5994], [-0.0106, 0.0497, -0.3072], [0.0666, 0.0004, 0.1344], [-0.0380, -0.0253, 0.0640], [0.1011, -0.0308, -0.1362], [-0.0654, 0.0553, -0.0622], [0.0339, -0.0694, -0.1002], [0.1773, 0.2009, -0.0874], [-0.0573, -0.0107, -0.0043], [-0.0455, -0.0008, 0.0660]]
}


Entry 2:
{
  "formula": "C20H21FeGeN3O2",
  "method": "ωB97M-V with the def2-TZVPD basis set",
  "homo_lumo_gap_ev": [6.7, 6.7],
  "homo_energy_ev": [-7.867, -7.867],
  "total_charge": 0,
  "symbols": ["Fe", "O", "C", "O", "C", "C", "C", "N", "C", "C", "C", "C", "C", "C", "C", "N", "C", "C", "C", "C", "C", "N", "H", "H", "H", "H", "H", "H", "H", "H", "H", "H", "C", "Ge", "C", "C", "C", "H", "H", "H", "H", "H", "H", "H", "H", "H", "H", "H"],
  "xyz": [[0.3171, -0.6968, 0.4316], [1.8823, 5.8378, -0.1501], [1.1529, 5.3893, 0.7470], [0.5523, 5.9270, 1.6894], [1.0110, 3.8414, 0.7188], [0.2431, 3.1874, 1.6769], [0.1414, 1.8103, 1.6240], [0.7732, 1.1218, 0.6754], [1.5161, 1.7222, -0.2564], [1.6551, 3.0961, -0.2660], [2.1434, 0.7462, -1.1869], [3.1293, 1.0900, -2.0967], [3.7402, 0.0907, -2.8350], [3.3611, -1.2267, -2.6356], [2.3515, -1.4923, -1.7295], [1.7361, -0.5362, -1.0308], [-0.6275, 0.9219, 2.5423], [-1.3470, 1.3870, 3.6299], [-2.0167, 0.4768, 4.4308], [-1.9458, -0.8744, 4.1306], [-1.2105, -1.2656, 3.0259], [-0.5693, -0.3992, 2.2444], [-0.2427, 3.8043, 2.4222], [2.2411, 3.6417, -0.9946], [3.4229, 2.1244, -2.2032], [4.5148, 0.3381, -3.5485], [3.8261, -2.0376, -3.1772], [2.0030, -2.5034, -1.5639], [-1.3798, 2.4463, 3.8403], [-2.5874, 0.8207, 5.2832], [-2.4518, -1.6151, 4.7328], [-1.1300, -2.3091, 2.7477], [-0.5915, -3.2297, -0.1917], [-1.6263, -2.0248, -1.4033], [-0.8588, -2.0525, -3.2065], [-3.4690, -2.6784, -1.4981], [-1.3647, -0.3207, -0.5248], [-0.2434, -4.1389, -0.6847], [-1.2018, -3.5243, 0.6631], [0.3284, -2.7668, 0.2208], [-0.9298, -3.0441, -3.6567], [0.1817, -1.7456, -3.2110], [-1.4099, -1.3551, -3.8390], [-3.5455, -3.6287, -2.0277], [-4.0784, -1.9416, -2.0225], [-3.8808, -2.8063, -0.4962], [-2.1814, -0.1297, 0.1811], [-1.3348, 0.5223, -1.2217]],
  "forces_ev_per_angstrom": [[0.3774, -0.1958, 0.3166], [-0.0786, 0.0116, -0.0837], [0.2532, 0.0141, 0.1960], [-0.1012, 0.0094, -0.0556], [-0.0765, -0.1250, -0.0969], [0.0201, 0.0735, 0.0187], [-0.1075, -0.1856, 0.1766], [-0.1389, -0.2940, -0.1412], [0.0235, -0.1105, -0.0644], [0.0199, 0.0514, 0.0748], [-0.0601, 0.0169, 0.1339], [-0.0191, 0.0075, 0.0121], [0.0133, 0.0043, -0.0144], [0.0012, 0.0000, -0.0320], [-0.0991, 0.0656, -0.0339], [-0.1494, 0.2171, 0.0400], [0.1315, -0.0263, -0.1093], [0.0310, -0.0052, -0.0130], [-0.0146, -0.0369, 0.0150], [0.0156, 0.0496, 0.0281], [0.0139, 0.0382, 0.0097], [-0.1205, 0.2907, -0.3219], [0.0039, -0.0046, -0.0043], [-0.0156, 0.0066, 0.0022], [0.0004, -0.0038, -0.0076], [0.0038, -0.0009, 0.0071], [-0.0019, 0.0016, 0.0014], [-0.0216, -0.0174, 0.0062], [-0.0022, -0.0004, 0.0007], [0.0009, -0.0007, -0.0040], [0.0050, 0.0034, 0.0017], [-0.0186, 0.0108, -0.0216], [0.0329, 0.0306, 0.0192], [0.0819, 0.2304, 0.0215], [-0.1307, -0.1158, -0.0089], [0.0019, -0.0293, 0.0611], [-0.0285, 0.0099, -0.0521], [0.0034, 0.0135, -0.0055], [-0.0241, -0.0184, -0.0294], [0.0237, -0.0222, 0.0206], [0.0024, 0.0010, 0.0145], [0.1345, 0.0511, 0.0063], [-0.0251, -0.0074, 0.0152], [0.0342, 0.0017, 0.0040], [-0.0106, -0.0152, -0.0054], [-0.0108, 0.0087, -0.0073], [-0.0116, 0.0528, -0.0345], [0.0375, -0.0564, -0.0563]]
}